# 1
C19H41N4O12S5 | ωB97M-V/def2-TZVPD

XYZ file:
```
81
Properties=species:S:1:pos:R:3:forces:R:3
C -2.0225 -2.6721 -0.1383 0.012 -0.992 1.104
C -0.7796 -3.6952 -0.4471 0.892 0.400 0.737
C 0.1334 -3.2891 -1.7619 0.359 -1.354 0.815
C -0.6697 -3.2404 -3.1764 -0.034 -1.937 -0.100
N -0.9837 -1.8919 -3.7443 0.878 2.117 2.013
C -2.2526 -1.2719 -3.2216 -1.260 1.068 -1.101
C -2.7809 -0.2348 -4.4232 0.139 0.346 -0.449
C -4.4137 -0.1179 -4.5109 0.457 0.975 0.119
C -4.9515 0.4122 -3.0316 -0.345 1.547 -1.035
N -5.9306 -0.5960 -2.4724 2.319 -0.427 4.024
C -5.4973 -1.1489 -1.1284 -0.736 0.243 -0.660
N -4.8742 -0.3490 0.0009 -1.790 -0.199 -2.258
N -5.7013 -2.5087 -0.8955 -0.092 2.378 0.018
C 0.1822 -0.9437 -3.8050 1.469 -2.723 -0.834
S 1.5802 -1.5022 -4.6542 -2.804 1.202 1.699
S 0.2874 0.7779 -3.0759 -0.344 -0.991 -0.058
C 0.6847 0.7654 -1.2486 0.586 0.364 2.300
C -0.3194 1.7400 -0.3325 -0.163 0.109 0.051
C -1.4802 2.4645 -1.2359 -0.180 0.227 1.443
H -2.9486 -3.0010 -0.7758 1.729 1.015 1.084
H -1.7367 -1.5361 -0.2422 -0.518 -2.294 -0.091
H -2.3143 -2.8285 1.0076 0.480 0.341 -2.506
H -1.1232 -4.8359 -0.4485 0.539 2.592 -0.256
H -0.0427 -3.6092 0.4878 -1.535 -0.223 -2.005
H 0.7315 -2.3306 -1.4667 -1.291 -1.541 -0.969
H 0.9447 -4.1592 -1.8611 -1.682 1.907 0.206
H -0.0903 -3.8942 -3.9874 -1.177 1.710 1.790
H -1.7080 -3.8079 -3.0178 2.182 1.327 -0.385
H -3.0963 -2.1048 -3.0798 2.026 1.643 -0.286
H -2.1233 -0.6557 -2.2238 -0.136 -1.303 -1.821
H -2.3511 0.8535 -4.2474 -0.833 -2.260 -0.172
H -2.3012 -0.5909 -5.4561 -1.246 0.607 2.309
H -4.7529 0.7285 -5.2808 0.986 -1.998 1.537
H -4.9059 -1.1237 -4.8563 0.857 1.907 0.981
H -4.0522 0.6673 -2.3028 -1.966 -0.813 -1.566
H -5.5624 1.4285 -3.1642 1.509 -2.147 0.194
H -6.9126 -0.2223 -2.4537 1.051 -1.144 0.048
H -5.4270 0.5383 0.1856 0.733 -1.287 -0.694
H -3.9068 -0.0211 -0.2394 -0.893 -0.902 0.264
H -5.4156 -3.2292 -1.6060 -1.334 1.247 0.632
H -6.1974 -2.7990 0.0003 1.859 0.378 -1.225
H 1.7739 1.2226 -1.1320 -2.252 -1.215 -0.433
H 0.6563 -0.2821 -0.7294 0.211 1.806 -1.377
H 0.3101 2.5681 0.2452 -1.370 -1.929 -1.495
H -0.7992 1.0726 0.5321 0.862 1.405 -1.953
H -2.2024 1.6538 -1.6868 1.532 1.645 0.493
H -2.1285 3.1250 -0.5013 1.294 -1.243 -1.478
H -1.0126 3.1870 -2.0290 -1.038 -1.639 1.349
C 4.0876 3.8641 2.7990 0.370 -0.831 0.145
C 4.2136 3.3004 1.3862 0.955 0.384 0.144
O 2.8774 3.2225 0.8950 -1.109 0.439 0.632
S 2.0017 4.4344 1.5470 0.646 0.640 -0.041
O 1.9552 5.5209 0.5938 -0.404 -1.455 1.356
O 0.8194 3.8686 2.1538 1.008 0.620 -0.884
O 3.0489 4.8394 2.7290 -0.863 -0.040 -1.151
H 3.7791 3.0881 3.5069 0.119 0.069 -0.044
H 5.0180 4.3222 3.1451 -0.313 0.110 -0.083
H 4.6879 2.3163 1.3711 -0.325 0.052 -0.042
H 4.7724 3.9834 0.7377 -0.010 -0.068 0.096
C 4.9421 -3.0756 -0.6783 -0.452 -0.551 -0.133
C 3.6306 -2.3056 -0.5485 0.230 0.153 -0.722
O 3.6042 -1.8379 0.7981 0.829 -0.158 0.519
S 5.1323 -1.5444 1.2872 0.379 -0.056 0.473
O 5.3919 -0.1303 1.1321 -0.213 -1.686 0.395
O 5.3611 -2.2557 2.5233 -0.401 1.282 -1.588
O 5.8951 -2.3364 0.0836 -0.610 0.873 0.600
H 4.8572 -4.0753 -0.2399 -0.030 0.073 -0.075
H 5.2691 -3.1617 -1.7179 0.111 0.180 0.260
H 2.7586 -2.9300 -0.7570 0.153 0.097 0.296
H 3.6192 -1.4325 -1.2095 -0.011 -0.121 -0.064
C 1.2474 2.2506 5.6136 -0.366 -0.552 -0.196
C 0.9771 1.6157 6.9750 -0.505 0.476 -0.028
O 2.2652 1.3726 7.5358 0.760 0.424 -0.682
S 3.2944 2.5280 7.0196 0.469 0.239 0.567
O 3.3850 3.5427 8.0459 0.137 -1.349 -1.558
O 4.4526 1.8844 6.4446 -1.381 0.897 0.855
O 2.3694 3.1096 5.8097 0.351 -0.184 0.857
H 1.5238 1.4930 4.8732 -0.080 0.022 0.052
H 0.3900 2.8211 5.2465 0.315 0.101 0.079
H 0.4094 0.6855 6.8954 0.331 0.039 0.077
H 0.4468 2.3100 7.6353 -0.030 -0.063 -0.115
```
Positions in Å, forces in eV/Å.

* DFT total energy: -3860.76539 Ha
* LUMO: -0.2091 hartree
* net charge: +1

Mulliken population analysis, charges in e, atoms 1 to 5: number 1, C, carries -0.03; number 2, C, carries -0.77; number 3, C, carries 0.81; number 4, C, carries -1.05; number 5, N, carries 0.14

# 2
C19H27N2O2PdSSi | ωB97M-V/def2-TZVPD

XYZ file:
```
53
Properties=species:S:1:pos:R:3:forces:R:3
Pd 0.3500 0.6230 0.4880 0.082 0.297 0.086
C 4.7222 -0.2269 0.6736 0.001 0.001 -0.002
N 4.3990 0.8116 -0.3149 -0.002 -0.022 -0.028
C 5.5254 1.5103 -0.9627 0.001 0.001 0.006
C 3.1645 1.1310 -0.5863 0.010 0.017 0.041
C 2.8712 2.1756 -1.6098 0.003 0.006 0.010
O 2.2281 0.5006 0.0516 -0.054 -0.030 -0.088
H 5.6527 -0.7011 0.3754 -0.001 -0.001 0.000
H 3.9327 -0.9709 0.7051 0.001 -0.001 0.002
H 4.8507 0.2220 1.6584 0.000 -0.001 0.000
H 6.4460 1.1526 -0.5144 0.000 0.005 0.005
H 5.4578 2.5837 -0.7995 -0.003 0.001 -0.006
H 5.5479 1.2985 -2.0304 0.004 -0.005 0.001
H 3.3596 1.9245 -2.5520 0.010 0.004 0.004
H 3.2662 3.1409 -1.2883 -0.013 0.003 0.009
H 1.8052 2.2638 -1.7740 -0.002 -0.004 -0.013
O -1.5095 0.5102 1.4144 0.072 -0.137 0.072
H -2.3309 0.1866 1.0211 -0.018 0.110 -0.057
H -1.7429 1.1724 2.0830 -0.006 0.011 -0.013
S -1.6005 3.1951 -2.5554 0.006 0.017 0.002
C -0.9707 1.8066 -1.8383 0.053 0.010 -0.026
N -0.3321 2.0131 -0.7073 -0.129 0.048 0.017
C -0.3226 3.3564 -0.3209 0.027 -0.002 -0.009
C 0.2672 3.9096 0.8169 -0.006 -0.003 0.001
C 0.1535 5.2707 0.9960 -0.003 0.004 -0.001
C -0.5247 6.0765 0.0655 0.005 -0.001 0.006
C -1.1000 5.5381 -1.0636 -0.001 -0.003 -0.006
C -0.9916 4.1584 -1.2476 0.004 0.003 -0.014
H -1.0730 0.8315 -2.2906 -0.007 -0.002 0.006
H 0.8013 3.2970 1.5345 -0.003 -0.004 0.000
H 0.5957 5.7309 1.8691 -0.002 0.008 -0.003
H -0.5943 7.1416 0.2389 0.004 -0.001 0.007
H -1.6166 6.1617 -1.7809 -0.004 -0.004 -0.001
C -0.8077 -3.4545 1.6752 0.002 0.019 0.007
Si -0.1958 -3.1264 -0.0157 -0.060 -0.648 -0.037
C -1.4160 -3.0794 -1.3766 0.036 0.107 -0.010
C 1.5566 -3.2018 -0.3753 0.021 0.199 0.027
C 2.4223 -3.7726 0.5826 -0.004 0.049 0.010
C 3.7345 -4.0525 0.2513 0.007 0.013 0.014
C 4.2053 -3.7383 -1.0201 0.001 -0.003 -0.009
C 3.3743 -3.1439 -1.9696 0.001 0.004 0.003
C 2.0563 -2.8822 -1.6558 -0.007 -0.092 -0.021
H -1.0865 -4.5183 1.6944 -0.004 0.002 0.009
H -1.7209 -2.9054 1.9094 0.003 0.006 -0.007
H -0.0674 -3.2984 2.4582 -0.006 0.014 0.003
H -1.5073 -4.1347 -1.6782 -0.027 0.007 -0.006
H -1.0953 -2.5393 -2.2666 0.007 0.004 0.003
H -2.4098 -2.7577 -1.0670 0.004 0.011 0.005
H 2.0609 -4.0286 1.5714 0.002 -0.008 -0.001
H 4.3874 -4.5270 0.9714 0.000 0.001 0.000
H 5.2296 -3.9727 -1.2812 -0.002 -0.006 -0.002
H 3.7538 -2.9244 -2.9585 0.001 0.001 0.001
H 1.4036 -2.4645 -2.4136 -0.005 -0.002 0.002
```
Positions in Å, forces in eV/Å.

* DFT total energy: -1814.77095 Ha
* LUMO: -0.4175 hartree
* net charge: +3
* energy relative to the best compared isomer or geometry (same formula, charge and spin): 219.9 kJ/mol

Mulliken population analysis, charges in e, atoms 1 to 5: number 1, Pd, carries 0.99; number 2, C, carries -0.86; number 3, N, carries 0.17; number 4, C, carries -0.93; number 5, C, carries 0.82

# 3
C3H4N2S2 | ωB97M-V/def2-TZVPD

XYZ file:
```
11
Properties=species:S:1:pos:R:3:forces:R:3
C -0.6592 -0.6360 0.3313 1.252 1.149 0.384
C 0.3358 -0.1599 1.2424 -2.771 -1.776 -1.298
C 0.9330 0.6090 -0.9740 -1.641 -2.771 1.738
H -2.9844 -0.1024 0.3670 0.223 0.133 -0.001
H 0.5031 -0.3946 2.3628 -0.420 0.857 -2.343
H 1.9908 1.1033 0.8339 -1.713 -1.431 -1.168
H -0.6129 -0.6981 -1.8271 0.257 0.903 1.022
N 1.1823 0.5248 0.4212 3.699 2.914 0.065
N -0.2677 -0.2207 -0.9718 1.695 1.073 -0.402
S -2.3206 -1.2665 0.4452 0.744 -0.438 0.435
S 1.8999 1.2411 -2.2309 -1.324 -0.614 1.568
```
Positions in Å, forces in eV/Å.

* DFT total energy: -1022.57114 Ha
* LUMO: 0.0172 hartree
* net charge: 0
* energy relative to the best compared isomer or geometry (same formula, charge and spin): 116.8 kJ/mol
* structure (SMILES): S=c1[nH]cc(S)[nH]1

Mulliken population analysis, charges in e, atoms 1 to 5: number 1, C, carries -0.02; number 2, C, carries -0.14; number 3, C, carries -0.11; number 4, H, carries 0.14; number 5, H, carries 0.34

# 4
C8H13F6N3O9S2Te4V | ωB97M-V/def2-TZVPD

XYZ file:
```
46
Properties=species:S:1:pos:R:3:forces:R:3
V -0.4347 -1.0053 0.1175 -1.309 -1.485 0.226
Te 2.5782 0.8491 0.3704 0.164 0.079 -0.078
Te 4.6363 1.7295 -1.0512 -0.032 -0.006 -0.015
Te 2.2358 5.0933 0.4232 -0.039 -0.020 -0.014
Te 0.7859 2.9325 0.3721 0.025 0.178 0.077
F 2.2361 -5.0714 0.5817 -0.022 -0.003 -0.024
C 1.1178 -4.4399 0.1586 0.114 -0.043 -0.056
F 0.9803 -4.7098 -1.1393 -0.028 0.056 0.002
F 0.1030 -4.9902 0.8204 -0.039 0.034 0.026
S 1.4124 -2.6054 0.4843 0.512 -0.022 0.218
O 1.5728 -2.6038 1.9611 -0.199 0.039 -0.095
O 2.6445 -2.4585 -0.2836 -0.017 0.125 0.060
N -1.3571 -2.8353 -0.5926 0.116 0.261 -0.287
S -2.4066 -2.7262 0.4465 -0.091 0.428 0.377
O -1.7884 -1.8738 1.5519 -0.239 0.338 0.303
O -3.7777 -2.3377 0.1592 0.058 -0.035 0.000
C -2.8110 -4.2363 1.4953 0.090 -0.105 -0.171
F -3.9434 -4.0293 2.1975 -0.019 -0.014 -0.009
F -3.0184 -5.3202 0.7245 0.023 0.022 0.011
F -1.8736 -4.5455 2.3950 0.071 0.000 -0.017
C 0.6976 -0.1432 -4.8302 -0.037 -0.056 0.007
C 0.9050 0.4038 -3.4168 0.030 0.037 0.101
C 1.3634 1.8580 -3.4786 0.021 0.058 -0.081
O 1.8261 -0.4042 -2.7124 -0.024 -0.118 -0.272
C -0.4515 0.3397 -2.6831 -0.058 -0.174 0.041
O -1.4152 0.9090 -3.1560 -0.069 0.071 -0.029
O -0.4734 -0.3702 -1.5975 0.338 0.474 -0.540
H 1.6392 -0.0781 -5.3811 0.004 -0.008 0.013
H -0.0687 0.4297 -5.3516 -0.010 0.007 -0.003
H 0.3918 -1.1892 -4.7830 0.002 0.000 0.006
H 2.1920 1.9539 -4.1860 0.024 -0.005 0.031
H 1.7214 2.1977 -2.5072 -0.033 -0.003 0.018
H 0.5453 2.4999 -3.8065 -0.007 -0.036 -0.006
H 2.7191 -0.0598 -2.8330 0.068 0.104 0.121
C -4.3631 0.9537 1.5288 0.056 -0.006 0.044
O -3.2331 0.9142 2.4312 -0.082 0.064 0.031
C -2.0854 0.6520 1.8351 0.098 0.057 -0.451
O -1.9342 0.6071 0.6227 0.079 0.045 0.017
N -1.0472 0.5006 2.7101 0.037 -0.294 -0.117
N 0.0390 -0.2035 2.1358 0.352 0.021 0.300
H -5.2241 1.1318 2.1664 0.007 -0.006 0.001
H -4.4453 0.0012 1.0085 0.021 -0.029 -0.025
H -4.2368 1.7632 0.8129 0.006 -0.019 -0.007
H -1.3151 0.2201 3.6414 0.049 -0.057 -0.006
H 0.1479 -1.1529 2.5096 0.000 0.041 0.194
H 0.9027 0.3063 2.3047 -0.008 0.006 0.079
```
Positions in Å, forces in eV/Å.

* 2S+1: 4
* DFT total energy: -4565.88741 Ha
* LUMO (alpha / beta): 0.1361 / 0.1039 hartree
* net charge: -2
* energy relative to the best compared isomer or geometry (same formula, charge and spin): 173.2 kJ/mol
* ⟨S²⟩: 3.78

Mulliken population analysis, charges in e, atoms 1 to 5: number 1, V, carries 0.48; number 2, Te, carries 0.06; number 3, Te, carries -0.51; number 4, Te, carries -0.28; number 5, Te, carries -0.13

# 5
C24H15Cl4GaIN2O4S5 | ωB97M-V/def2-TZVPD

XYZ file:
```
56
Properties=species:S:1:pos:R:3:forces:R:3
Ga 10.6351 11.1964 7.7218 0.665 1.126 -0.162
C 6.0878 11.6795 8.1633 0.308 -0.416 -1.047
C 6.9316 12.8405 8.5715 -0.097 0.022 0.374
N 6.3339 13.8003 9.2458 0.934 0.333 -0.312
C 7.1086 14.8330 9.6870 -0.412 -0.593 0.072
C 8.4533 14.9398 9.4970 0.230 -0.033 0.292
C 9.1920 16.1061 10.1078 -0.522 0.365 -0.378
O 9.3145 17.1984 9.1680 0.106 -0.328 0.427
C 9.1040 13.9304 8.7578 -0.650 -1.232 -0.711
C 10.4227 14.1313 8.2643 0.831 0.591 0.093
N 11.1879 13.2834 7.6677 -0.349 0.097 -0.475
C 12.4254 13.8072 7.1431 0.195 -0.084 0.066
C 13.3983 14.2022 8.0422 0.029 0.406 -0.825
C 14.5902 14.7674 7.5852 -0.281 -0.174 0.801
C 14.8797 14.9134 6.2485 -0.358 -0.492 -0.446
C 13.9160 14.4839 5.3312 0.232 0.252 0.288
C 12.7156 13.9554 5.7810 -0.494 -0.175 0.004
I 11.2700 13.4078 4.3830 -0.057 -0.113 -0.025
C 8.3485 12.8233 8.2915 -0.265 0.329 0.219
O 8.8110 11.8085 7.6200 0.269 0.222 0.047
H 5.0527 12.0033 8.2284 -0.092 -0.273 0.183
H 6.2966 10.7884 8.7859 -0.180 0.440 -0.221
H 6.3084 11.3869 7.1071 -0.105 0.158 0.797
H 6.5887 15.5711 10.2640 -0.230 0.336 0.314
H 10.1816 15.8560 10.4787 0.173 -0.063 -0.238
H 8.6254 16.4507 10.9712 -0.074 -0.006 0.185
H 8.4103 17.5062 9.0436 0.099 0.073 -0.228
H 10.7662 15.1598 8.3784 0.257 0.025 -0.148
H 13.1565 14.0912 9.0778 0.233 -0.042 0.577
H 15.2726 15.0911 8.3411 0.537 0.154 0.242
H 15.8419 15.2835 5.8931 -0.324 0.047 0.191
H 14.1133 14.6094 4.2749 -0.174 -0.164 -0.029
Cl 15.8226 7.5133 5.6854 0.056 0.179 0.051
C 14.2286 8.1429 5.9727 0.564 -0.032 0.259
C 13.1415 7.3352 5.7145 -0.352 0.057 0.239
Cl 13.3913 5.6738 5.1955 -0.394 0.699 0.107
C 11.8487 7.8603 5.9622 0.382 -0.060 -0.668
Cl 10.4531 6.9797 5.4943 -0.345 -0.373 0.056
C 11.6667 9.1548 6.4216 0.239 -1.186 0.200
O 10.4800 9.6732 6.6839 -0.362 -0.101 -0.329
C 12.8062 9.9226 6.7376 0.064 0.634 0.056
O 12.5617 11.1181 7.2052 -0.507 0.274 0.490
C 14.0770 9.4340 6.5184 0.189 -0.565 -0.639
Cl 15.4410 10.4696 6.8035 -0.216 -0.140 0.050
C 13.1414 11.2896 12.2858 -1.128 -0.650 -1.118
S 12.2843 12.8110 11.7639 0.460 0.503 0.291
C 10.5810 12.4216 11.8745 0.192 0.082 -0.259
C 9.9408 11.6038 11.0209 -0.379 -0.497 0.087
S 10.7033 10.4891 9.8965 0.091 -0.166 0.533
S 8.2159 11.4392 11.3391 0.214 0.200 -0.262
C 8.0508 12.6701 12.5595 1.000 -0.848 -0.337
S 6.6360 13.0260 13.2420 -0.855 0.469 0.434
S 9.6047 13.2669 13.0568 -0.004 0.214 -0.107
H 14.0893 11.5084 12.7308 0.497 0.355 0.149
H 13.2352 10.6517 11.3864 0.163 0.260 0.591
H 12.5036 10.7803 12.9981 0.000 -0.095 0.198
```
Positions in Å, forces in eV/Å.

* DFT total energy: -7388.45526 Ha
* LUMO: 0.0637 hartree
* net charge: -1
* energy relative to the best compared isomer or geometry (same formula, charge and spin): 32.2 kJ/mol

Mulliken population analysis, charges in e, atoms 1 to 5: number 1, Ga, carries 1.08; number 2, C, carries -1.17; number 3, C, carries 0.61; number 4, N, carries -0.56; number 5, C, carries -0.76

- Among the records above, which one has the lowest DFT total energy?
  C24H15Cl4GaIN2O4S5